# 1
Computed, not measured: a molecular structure, C3H5BrINO4 in a non-equilibrium geometry, with wB97M-V/def2-TZVPD.

Its charge is 0. For the HOMO-LUMO gap, the calculation gives 9.39 eV. As for the multiplicity: 1. The energy relative to the best compared isomer or geometry (same formula, charge and spin) comes out at 6.7 kcal per mole. As for the LUMO energy: 0.01103 Eh. The strongest force on any atom is 2.75 eV/Å. For the HOMO energy, the calculation gives -9.09 eV. The value obtained for the energy is -91011.318 eV.

Cartesian coordinates (Å):
1 C 1.24 -0.60 1.79
2 C 0.34 -1.03 0.70
3 C -1.18 1.79 -1.19
4 N 0.48 -0.69 -0.53
5 O 1.19 0.17 -1.03
6 O -0.41 -1.28 -1.46
7 O -1.55 1.12 -0.11
8 O -1.16 1.42 -2.31
9 Br -0.98 -2.32 1.11
10 I -0.12 3.41 -0.48
11 H 0.79 0.40 1.90
12 H 1.09 -1.26 2.73
13 H 2.35 -0.53 1.57
14 H -1.72 0.13 -0.35
15 H -0.35 -0.73 -2.33


# 2
Computed, not measured: C5H8BrP in the gas phase in a non-equilibrium geometry, with wB97M-V/def2-TZVPD.

As for the SMILES: CP1C=C(Br)CC1. Its charge is 0. For the HOMO-LUMO gap, the calculation gives 8.37 eV. As for the multiplicity: 1. The energy relative to the best compared isomer or geometry (same formula, charge and spin) comes out at 50.4 kcal per mole. As for the LUMO energy: 0.01688 Eh. The strongest force on any atom is 7.80 eV/Å. For the HOMO energy, the calculation gives -7.91 eV. The value obtained for the energy is -84643.452 eV.

Cartesian coordinates (Å):
1 C -1.22 1.02 -0.24
2 C -1.75 -0.32 0.43
3 C -0.81 -1.53 0.41
4 C 0.64 -0.94 0.09
5 C 1.68 1.45 -0.41
6 P 0.25 0.48 -1.12
7 Br -3.46 -0.42 1.04
8 H -1.86 1.88 -0.39
9 H -1.03 -2.23 1.28
10 H -1.00 -1.91 -0.61
11 H 1.10 -0.55 0.96
12 H 1.32 -1.68 -0.30
13 H 2.04 2.12 -1.23
14 H 2.46 0.69 -0.40
15 H 1.65 1.95 0.52


# 3
Computed, not measured: a molecular structure, CH2N2O3S in a non-equilibrium geometry, with wB97M-V/def2-TZVPD.

Its charge is 0. For the HOMO-LUMO gap, the calculation gives 10.23 eV. As for the multiplicity: 1. The energy relative to the best compared isomer or geometry (same formula, charge and spin) comes out at 56.1 kcal per mole. As for the LUMO energy: 0.01610 Eh. The strongest force on any atom is 4.21 eV/Å. For the HOMO energy, the calculation gives -9.79 eV. The value obtained for the energy is -21023.992 eV.

Cartesian coordinates (Å):
1 C 0.95 -0.68 -0.12
2 N -0.19 -1.22 -0.15
3 N 1.01 0.66 0.02
4 O -1.81 -0.24 1.37
5 O -2.18 0.10 -1.10
6 O -0.10 1.36 0.05
7 S -1.30 -0.04 0.05
8 H 1.79 -1.21 -0.26
9 H 1.81 1.26 0.14


# 4
Computed, not measured: 2 unconnected molecules or ions with the total composition C4H13N2P, with wB97M-V/def2-TZVPD.

Its charge is 0. For the HOMO-LUMO gap (alpha / beta), the calculation gives 7.82 / 7.60 eV. As for the multiplicity: 1. The energy relative to the best compared isomer or geometry (same formula, charge and spin) comes out at 60.7 kcal per mole. As for the LUMO energy (alpha / beta): -0.00497 / 0.01421 Eh. The strongest force on any atom is 0.76 eV/Å. For the HOMO energy (alpha / beta), the calculation gives -7.95 / -7.22 eV. The value obtained for the energy is -16624.641 eV.

Cartesian coordinates (Å):
1 C 0.42 -1.61 2.37
2 C -0.61 2.44 -0.82
3 C 2.07 -0.60 -1.78
4 C -1.63 -0.84 -0.42
5 N 0.17 -0.31 1.82
6 N -0.63 1.63 0.38
7 P -0.14 0.01 0.32
8 H 0.00 -2.45 1.81
9 H 0.01 -1.62 3.38
10 H 1.50 -1.77 2.46
11 H -1.08 3.41 -0.60
12 H 0.40 2.62 -1.20
13 H -1.19 1.94 -1.59
14 H 2.91 -0.23 -1.22
15 H 1.94 -1.66 -1.83
16 H 1.75 -0.02 -2.62
17 H -1.76 -0.56 -1.46
18 H -1.48 -1.91 -0.35
19 H -2.50 -0.54 0.17
20 H -0.16 2.06 1.17